[1]
Entry from the Open Molecules 2025 dataset: the ion C5H13NOP with charge -1 at a distorted geometry (ωB97M-V/def2-TZVPD).

Last column: natural (NBO) charge in e.
Geometry (Å):
C (-2.365, 1.086, -1.093)  -0.61
C (-0.933, 1.330, -0.612)  -0.41
C (-0.515, 0.652, 0.638)  -0.43
C (-0.486, -0.850, 0.489)  -0.43
C (0.785, -1.608, 1.193)  -0.20
N (1.987, -0.783, 1.260)  -1.16
P (2.755, -0.362, -0.047)  1.78
O (3.981, 0.404, 0.172)  -1.17
H (-2.980, 1.315, -0.313)  0.19
H (-2.707, 1.454, -2.138)  0.20
H (-2.528, -0.049, -1.348)  0.19
H (-0.821, 2.403, -0.322)  0.19
H (-0.123, 1.030, -1.378)  0.21
H (-1.219, 0.996, 1.525)  0.16
H (0.481, 0.979, 1.000)  0.26
H (-0.282, -0.989, -0.660)  0.18
H (-1.411, -1.404, 0.775)  0.19
H (0.972, -2.557, 0.635)  0.14
H (0.547, -1.932, 2.146)  0.16
H (1.837, 0.302, -0.910)  -0.24
H (3.023, -1.418, -1.011)  -0.23

Summary:
- Net charge: -1
- Structure (SMILES): CCCCCN=[PH2][O-]
- Frontier orbital gap: 7.07 eV
- 2S+1: 1
- HOMO energy: -3.5 eV


[2]
Entry from the Open Molecules 2025 dataset: a structure of composition C45H49AsN8OV (ωB97M-V/def2-TZVPD).

Last column: Löwdin spin population.
Geometry (Å):
V (-0.191, 1.441, -1.161)  1.93
C (-0.562, 4.684, -0.558)  0.00
C (-1.388, 4.092, 0.572)  0.00
C (-0.550, 3.172, 1.409)  0.01
C (-0.293, 3.484, 2.731)  0.00
C (0.552, 2.688, 3.488)  0.01
C (1.137, 1.586, 2.889)  0.00
C (0.839, 1.319, 1.573)  0.01
N (0.005, 2.081, 0.824)  -0.01
N (-0.192, 3.670, -1.600)  0.00
C (-1.016, 3.892, -2.824)  0.00
C (-1.397, 2.633, -3.560)  0.00
C (-1.898, 2.681, -4.848)  0.00
C (-2.306, 1.506, -5.459)  0.00
C (-2.214, 0.308, -4.756)  0.00
C (-1.712, 0.334, -3.478)  0.00
N (-1.299, 1.475, -2.888)  -0.01
C (1.268, 3.841, -1.892)  0.00
C (1.738, 2.832, -2.891)  0.00
C (2.543, 3.159, -3.961)  0.00
C (2.913, 2.165, -4.856)  0.00
C (2.435, 0.877, -4.660)  0.00
C (1.636, 0.627, -3.567)  0.00
N (1.307, 1.574, -2.671)  0.00
H (0.350, 5.110, -0.143)  0.00
H (-1.104, 5.503, -1.028)  0.00
H (-2.261, 3.577, 0.172)  0.00
H (-1.755, 4.903, 1.198)  0.00
H (-0.757, 4.360, 3.164)  0.00
H (0.754, 2.931, 4.524)  0.00
H (1.812, 0.933, 3.428)  0.00
H (1.286, 0.465, 1.094)  0.00
H (-0.521, 4.592, -3.501)  0.00
H (-1.949, 4.369, -2.520)  0.00
H (-1.967, 3.631, -5.364)  0.00
H (-2.698, 1.522, -6.468)  0.00
H (-2.529, -0.629, -5.194)  0.00
H (-1.639, -0.570, -2.888)  0.00
H (1.816, 3.683, -0.959)  0.00
H (1.478, 4.854, -2.240)  0.00
H (2.878, 4.181, -4.093)  0.00
H (3.551, 2.394, -5.701)  0.00
H (2.673, 0.077, -5.348)  0.00
H (1.231, -0.363, -3.405)  0.00
C (-4.655, -9.640, 5.405)  0.00
O (-5.399, -8.440, 5.169)  0.00
C (-4.787, -7.423, 4.562)  0.00
C (-3.458, -7.446, 4.138)  0.00
C (-2.927, -6.346, 3.492)  0.00
C (-3.695, -5.208, 3.263)  0.00
C (-5.022, -5.189, 3.717)  0.00
C (-5.562, -6.275, 4.356)  0.00
C (-3.117, -4.102, 2.528)  0.00
N (-1.889, -4.055, 2.026)  0.00
C (-1.799, -2.858, 1.401)  0.00
C (-2.975, -2.134, 1.503)  0.00
N (-3.809, -2.950, 2.224)  0.00
C (-3.165, -0.879, 0.876)  0.00
C (-4.363, -0.135, 0.823)  0.01
C (-4.417, 1.008, 0.069)  0.00
C (-3.263, 1.461, -0.575)  0.01
N (-2.098, 0.841, -0.470)  -0.01
C (-2.055, -0.350, 0.190)  0.00
C (-0.837, -1.092, 0.063)  0.01
N (0.147, -0.537, -0.717)  0.00
C (1.279, -1.226, -0.883)  0.01
C (1.492, -2.482, -0.322)  0.00
C (0.504, -3.055, 0.442)  0.01
C (-0.697, -2.353, 0.648)  0.00
H (-5.341, -10.324, 5.888)  0.00
H (-3.807, -9.446, 6.063)  0.00
H (-4.308, -10.071, 4.466)  0.00
H (-2.841, -8.315, 4.312)  0.00
H (-1.899, -6.360, 3.153)  0.00
H (-5.651, -4.314, 3.581)  0.00
H (-6.583, -6.276, 4.712)  0.00
H (-4.749, -2.749, 2.519)  0.00
H (-5.248, -0.481, 1.344)  0.00
H (-5.337, 1.567, -0.035)  0.00
H (-3.300, 2.348, -1.195)  0.00
H (2.060, -0.753, -1.460)  0.00
H (2.432, -2.989, -0.497)  0.00
H (0.622, -4.035, 0.890)  0.00
C (5.670, 1.360, -2.496)  0.00
C (5.106, 0.408, -1.448)  0.00
As (3.819, 1.216, -0.194)  0.00
C (4.007, -0.180, 1.208)  0.00
C (4.872, 0.187, 2.414)  0.00
C (4.948, 2.668, 0.493)  0.00
C (4.704, 3.982, -0.249)  0.00
H (6.348, 0.829, -3.165)  0.00
H (6.241, 2.168, -2.038)  0.00
H (4.882, 1.810, -3.107)  0.00
H (5.912, 0.003, -0.833)  0.00
H (4.613, -0.444, -1.924)  0.00
H (4.432, -1.046, 0.697)  0.00
H (3.012, -0.481, 1.545)  0.00
H (5.877, 0.484, 2.117)  0.00
H (4.971, -0.672, 3.079)  0.00
H (4.439, 1.003, 2.994)  0.00
H (5.987, 2.349, 0.398)  0.00
H (4.745, 2.793, 1.556)  0.00
H (4.814, 3.873, -1.330)  0.00
H (5.413, 4.742, 0.078)  0.00
H (3.700, 4.367, -0.047)  0.00

Summary:
- Net charge: +3
- Frontier orbital gap (spin up / spin down): 4.55 / 4.84 eV
- 2S+1: 3
- Expectation value of S²: 2.01
- HOMO energy (spin up / spin down): -13.4 / -13.4 eV


[3]
Entry from the Open Molecules 2025 dataset: a structure of composition C4H6O2 (ωB97M-V/def2-TZVPD).

Last column: natural (NBO) charge in e.
Geometry (Å):
C (2.667, 0.577, -0.194)  0.28
O (2.721, -0.060, 0.832)  -0.52
C (-0.371, -0.514, 0.559)  0.13
C (-1.631, -0.949, 0.519)  -0.36
C (-1.899, 0.179, -0.442)  -0.08
O (-0.491, 0.557, -0.314)  -0.52
H (3.558, 1.096, -0.594)  0.11
H (1.732, 0.675, -0.774)  0.14
H (0.590, -0.732, 1.016)  0.23
H (-2.208, -1.742, 0.969)  0.22
H (-2.539, 0.996, -0.098)  0.19
H (-2.127, -0.084, -1.479)  0.19

Summary:
- Frontier orbital gap: 9.88 eV
- 2S+1: 1
- HOMO energy: -9.0 eV


[4]
Entry from the Open Molecules 2025 dataset: a cluster of 14 separate species, C19H66N10O14 in total at a distorted geometry (ωB97M-V/def2-TZVPD).

Last column: Mulliken charge in e.
Geometry (Å):
C (0.892, -3.587, 2.636)  -0.15
C (2.148, -3.135, 3.388)  -0.24
O (1.863, -3.403, 4.729)  -0.66
H (1.094, -3.848, 1.676)  0.29
H (0.056, -2.893, 2.704)  -0.39
H (0.505, -4.504, 3.070)  0.56
H (2.435, -2.145, 3.166)  -0.15
H (3.010, -3.764, 3.188)  0.46
H (2.244, -4.282, 4.920)  0.39
C (-0.546, 3.986, -1.157)  -0.05
C (-2.000, 4.376, -1.371)  -1.21
O (-2.624, 4.277, -0.127)  -0.50
H (-0.057, 4.730, -0.516)  0.34
H (0.023, 3.869, -2.087)  0.22
H (-0.435, 3.020, -0.674)  -0.17
H (-2.487, 3.751, -2.050)  0.18
H (-2.167, 5.396, -1.765)  0.63
H (-2.979, 5.170, -0.044)  0.22
C (2.538, 2.429, -0.011)  0.16
C (2.801, 3.865, -0.241)  -1.14
O (4.129, 4.072, 0.195)  -0.54
H (3.225, 1.818, -0.633)  0.49
H (1.488, 2.184, -0.120)  -0.65
H (2.688, 2.164, 1.011)  0.45
H (2.139, 4.507, 0.334)  0.28
H (2.523, 4.161, -1.217)  0.48
H (4.317, 5.008, 0.198)  0.33
C (-0.942, -3.917, -0.535)  -0.31
C (-1.913, -3.604, 0.688)  0.47
O (-1.854, -4.467, 1.827)  -0.61
H (-1.213, -3.199, -1.323)  -0.30
H (-1.033, -4.925, -0.932)  0.58
H (0.147, -3.829, -0.290)  -0.02
H (-2.894, -3.571, 0.211)  0.44
H (-1.669, -2.649, 1.066)  -0.64
H (-2.389, -4.074, 2.593)  0.38
C (-3.150, 1.327, -1.366)  -0.06
C (-3.939, 0.018, -1.474)  -1.25
O (-3.312, -1.145, -0.968)  -0.35
H (-2.569, 1.384, -0.469)  -0.22
H (-3.818, 2.209, -1.353)  0.47
H (-2.512, 1.432, -2.246)  0.06
H (-4.314, -0.103, -2.492)  0.28
H (-4.808, 0.260, -0.884)  0.61
H (-3.924, -1.833, -0.717)  0.26
C (1.597, 1.505, -2.871)  0.23
O (2.136, 0.299, -2.483)  -0.75
N (0.281, 1.527, -2.990)  -0.10
N (2.258, 2.533, -3.222)  -0.27
H (-0.246, 0.728, -2.637)  -0.58
H (-0.256, 2.372, -2.980)  0.29
H (3.203, 2.546, -2.812)  0.36
H (1.812, 3.436, -3.562)  0.30
C (-2.273, -0.890, -5.047)  0.14
O (-1.913, -0.381, -3.851)  -0.30
N (-3.307, -0.475, -5.757)  -0.41
N (-1.440, -1.571, -5.817)  -0.54
H (-3.933, 0.277, -5.370)  0.27
H (-3.669, -1.110, -6.479)  0.19
H (-0.824, -2.123, -5.187)  0.52
H (-1.813, -2.255, -6.525)  0.32
C (-1.083, 2.951, 2.688)  0.24
O (0.016, 2.724, 1.822)  -0.31
N (-2.211, 3.516, 2.415)  -0.25
N (-1.175, 2.414, 3.836)  -0.57
H (-2.353, 3.793, 1.451)  0.40
H (-2.719, 4.102, 3.088)  0.24
H (-0.428, 1.817, 4.233)  0.13
H (-2.016, 2.585, 4.427)  0.23
C (0.901, -3.198, -3.749)  0.39
O (1.146, -4.447, -4.196)  -0.85
N (1.798, -2.284, -3.530)  -0.02
N (-0.302, -2.740, -3.719)  -0.29
H (2.818, -2.638, -3.607)  0.28
H (1.713, -1.331, -3.149)  0.09
H (-1.013, -3.474, -4.033)  0.34
H (-0.518, -1.910, -3.171)  0.09
C (0.948, 0.186, 4.299)  0.28
O (0.707, -0.128, 3.000)  -0.14
N (1.098, 1.371, 4.784)  -0.57
N (1.113, -0.711, 5.207)  -0.39
H (1.228, 2.232, 4.234)  0.36
H (1.256, 1.598, 5.765)  0.11
H (1.278, -1.702, 4.868)  0.26
H (1.430, -0.556, 6.134)  0.20
C (-2.577, -0.524, 2.278)  0.48
O (-2.890, 0.047, 3.549)  -0.70
H (-2.812, 0.184, 1.470)  -0.01
H (-3.093, -1.461, 2.068)  0.28
H (-1.542, -0.816, 2.285)  -0.45
H (-2.397, 0.814, 3.571)  0.36
C (2.861, -1.886, -0.207)  -0.65
O (4.015, -2.572, 0.259)  -0.63
H (2.041, -1.877, 0.508)  -0.19
H (2.463, -2.387, -1.002)  0.65
H (3.133, -0.899, -0.564)  0.42
H (3.792, -3.492, 0.261)  0.34
C (3.770, 0.198, 2.038)  -0.31
O (4.467, -0.967, 2.411)  -0.69
H (4.322, 0.974, 1.473)  0.44
H (3.580, 0.649, 2.975)  0.40
H (2.874, -0.015, 1.576)  -0.37
H (4.386, -1.606, 1.706)  0.53
C (-0.153, -0.131, -0.209)  1.33
O (-0.650, -0.476, -1.488)  2.31
H (-0.759, 0.527, 0.324)  -0.49
H (0.884, 0.216, -0.192)  -0.72
H (-0.078, -1.038, 0.359)  -0.69
H (-1.593, -0.587, -1.493)  -0.95

Summary:
- Frontier orbital gap: 8.51 eV
- 2S+1: 1
- HOMO energy: -8.4 eV


[5]
Entry from the Open Molecules 2025 dataset: a structure of composition C10H20ClF5FeN3O2P at a distorted geometry (ωB97M-V/def2-TZVPD).

Last column: natural (NBO) charge in e.
Geometry (Å):
C (3.405, 2.031, 0.965)  -0.58
C (1.821, 1.729, 1.239)  -0.22
N (1.301, 1.068, 0.011)  -0.68
C (0.535, -0.169, 0.255)  0.08
N (1.185, -1.269, -0.545)  -0.67
C (2.185, -1.995, 0.237)  0.75
F (2.836, -1.218, 1.225)  -0.33
F (1.562, -3.138, 0.791)  -0.31
C (3.362, -2.523, -0.743)  0.93
F (2.870, -2.837, -2.008)  -0.30
F (3.980, -3.596, -0.114)  -0.28
F (4.265, -1.441, -0.918)  -0.33
C (-1.034, -0.111, -0.219)  -0.04
O (-1.514, 1.125, 0.310)  -0.53
C (-2.674, 1.653, -0.363)  -0.31
C (-1.679, -1.429, 0.496)  -0.21
Cl (-2.306, -2.658, -0.729)  0.00
C (-2.762, -1.063, 1.633)  -0.45
C (-4.267, -0.946, 1.103)  -0.64
P (-0.980, -0.240, -2.111)  1.71
N (-0.306, 1.238, -2.831)  -1.11
O (-2.528, -0.305, -2.803)  -0.92
H (4.006, 1.532, 1.806)  0.26
H (3.634, 3.159, 0.911)  0.01
H (3.690, 1.525, -0.021)  0.26
H (1.801, 1.097, 2.177)  0.24
H (1.282, 2.721, 1.448)  0.21
H (0.798, 1.789, -0.513)  0.38
H (0.501, -0.398, 1.364)  0.25
H (1.705, -0.768, -1.287)  0.40
H (-3.430, 0.889, -0.722)  0.22
H (-3.227, 2.311, 0.400)  0.25
H (-2.446, 2.347, -1.246)  0.18
H (-0.862, -2.005, 1.062)  0.25
H (-2.748, -1.969, 2.343)  0.25
H (-2.431, -0.186, 2.292)  0.24
H (-4.979, -1.728, 1.506)  0.26
H (-4.654, 0.082, 1.445)  0.22
H (-4.367, -0.936, -0.035)  0.21
H (0.712, 1.129, -2.708)  0.40
H (-0.577, 2.067, -2.281)  0.41
H (-2.493, -0.833, -3.638)  0.54
Fe (4.827, 4.269, 0.818)  0.98

Summary:
- Net charge: +2
- Frontier orbital gap (spin up / spin down): 7.86 / 6.31 eV
- 2S+1: 5
- Expectation value of S²: 6.01
- HOMO energy (spin up / spin down): -16.0 / -15.9 eV


[6]
Entry from the Open Molecules 2025 dataset: a structure of composition C2H4N3O3 at a distorted geometry (ωB97M-V/def2-TZVPD).

Last column: natural (NBO) charge in e.
Geometry (Å):
C (3.199, 0.401, 0.084)  0.87
C (0.398, -0.207, 0.152)  0.72
N (2.039, 0.717, -0.073)  -0.72
N (-0.416, 0.786, 0.100)  0.19
N (0.405, -1.481, -0.066)  -0.75
O (4.349, 0.269, 0.100)  -0.38
O (0.072, 2.043, -0.214)  -0.49
O (-1.806, 0.686, 0.011)  -0.44
H (1.125, -2.112, 0.255)  0.46
H (-0.402, -1.819, -0.542)  0.45
H (1.162, 2.016, -0.225)  0.55
H (-2.089, 1.590, 0.206)  0.53

Summary:
- Net charge: +1
- Frontier orbital gap: 9.04 eV
- 2S+1: 1
- HOMO energy: -15.2 eV


[7]
Entry from the Open Molecules 2025 dataset: an isolated molecule of C23H29N3O4S at a distorted geometry (ωB97M-V/def2-TZVPD).

Last column: natural (NBO) charge in e.
Geometry (Å):
C (-2.819, -3.167, 0.353)  -0.64
C (-1.475, -2.874, -0.237)  0.01
C (-1.342, -2.007, -1.315)  -0.17
C (-0.093, -1.719, -1.839)  -0.21
C (1.026, -2.313, -1.290)  -0.36
S (2.651, -1.843, -1.875)  2.34
O (2.549, -1.350, -3.218)  -0.94
O (3.581, -2.894, -1.592)  -0.94
N (3.062, -0.543, -0.908)  -0.67
C (3.202, -0.875, 0.494)  -0.25
C (3.852, 0.280, 1.251)  -0.40
C (3.101, 1.596, 1.029)  -0.30
C (1.715, 1.610, 1.659)  0.70
O (1.048, 0.618, 1.903)  -0.67
N (1.248, 2.850, 1.905)  -0.60
C (-0.103, 3.093, 2.388)  -0.14
C (-0.171, 4.425, 3.115)  -0.61
C (-1.059, 3.073, 1.175)  0.67
O (-1.523, 4.081, 0.687)  -0.63
N (-1.271, 1.833, 0.699)  -0.63
C (-2.080, 1.590, -0.471)  -0.26
C (-3.316, 0.769, -0.200)  -0.03
C (-4.076, 0.324, -1.277)  -0.22
C (-5.226, -0.415, -1.070)  -0.21
C (-5.631, -0.721, 0.219)  -0.22
C (-4.882, -0.279, 1.295)  -0.22
C (-3.731, 0.463, 1.087)  -0.17
C (2.956, 1.840, -0.483)  -0.40
C (2.277, 0.644, -1.144)  -0.25
C (0.917, -3.189, -0.227)  -0.17
C (-0.333, -3.467, 0.296)  -0.22
H (-3.616, -2.813, -0.295)  0.22
H (-2.940, -4.235, 0.519)  0.22
H (-2.919, -2.665, 1.315)  0.23
H (-2.225, -1.556, -1.742)  0.21
H (0.030, -1.059, -2.684)  0.24
H (3.830, -1.766, 0.542)  0.23
H (2.225, -1.095, 0.945)  0.22
H (3.872, 0.037, 2.315)  0.22
H (4.878, 0.406, 0.901)  0.22
H (3.682, 2.415, 1.470)  0.22
H (1.773, 3.660, 1.615)  0.40
H (-0.355, 2.263, 3.057)  0.23
H (-1.155, 4.550, 3.559)  0.23
H (0.581, 4.471, 3.899)  0.21
H (-0.016, 5.238, 2.410)  0.23
H (-0.796, 1.049, 1.129)  0.43
H (-1.474, 1.092, -1.240)  0.20
H (-2.377, 2.575, -0.850)  0.25
H (-3.765, 0.569, -2.283)  0.21
H (-5.808, -0.753, -1.915)  0.22
H (-6.529, -1.299, 0.383)  0.22
H (-5.196, -0.508, 2.303)  0.21
H (-3.159, 0.814, 1.933)  0.21
H (2.373, 2.743, -0.678)  0.22
H (3.949, 1.964, -0.917)  0.22
H (2.222, 0.775, -2.225)  0.24
H (1.257, 0.528, -0.744)  0.19
H (1.810, -3.653, 0.161)  0.24
H (-0.428, -4.151, 1.127)  0.22

Summary:
- Structure (SMILES): Cc1ccc(S(=O)(=O)N2CCC(C(=O)N[C@@H](C)C(=O)NCc3ccccc3)CC2)cc1
- Frontier orbital gap: 9.83 eV
- 2S+1: 1
- HOMO energy: -9.3 eV


[8]
Entry from the Open Molecules 2025 dataset: a cluster of 2 separate species, C11H23N2 in total at a distorted geometry (ωB97M-V/def2-TZVPD).

Last column: natural (NBO) charge in e.
Geometry (Å):
C (-2.188, -0.002, 0.309)  0.45
C (-1.783, 1.049, 0.921)  0.01
C (-1.261, -1.565, -1.116)  -0.45
C (2.055, -0.150, 0.693)  0.34
C (-1.819, 2.345, 0.191)  -0.62
C (-1.471, 0.998, 2.420)  -0.63
C (1.567, -1.178, 1.666)  -0.67
C (3.448, 0.490, 0.939)  -0.69
C (2.207, 0.024, -2.661)  -0.61
C (-3.600, -1.690, -0.639)  -0.42
C (1.914, 0.905, -1.429)  -0.26
N (-2.293, -1.058, -0.344)  -0.27
N (1.453, -0.008, -0.419)  -0.50
H (-1.375, -2.612, -0.960)  0.21
H (-1.327, -1.399, -2.234)  0.24
H (-2.672, 2.947, 0.586)  0.26
H (-0.859, 2.795, 0.533)  0.25
H (-1.794, 2.237, -0.886)  0.24
H (-0.445, 1.125, 2.822)  0.26
H (-2.039, 1.740, 2.980)  0.25
H (-1.839, 0.048, 2.671)  0.23
H (0.957, -0.713, 2.517)  0.23
H (2.438, -1.894, 2.037)  0.25
H (0.730, -1.697, 1.126)  0.21
H (4.003, 0.163, 1.820)  0.23
H (3.369, 1.486, 0.935)  0.22
H (3.911, 0.165, 0.018)  0.23
H (1.481, -0.822, -2.683)  0.20
H (2.126, 0.662, -3.526)  0.22
H (3.256, -0.508, -2.676)  0.22
H (-3.504, -2.747, -0.622)  0.23
H (-4.332, -1.370, 0.086)  0.23
H (-4.044, -1.451, -1.570)  0.24
H (1.104, 1.663, -1.630)  0.20
H (2.973, 1.316, -1.222)  0.19
H (-0.349, -1.293, -0.653)  0.28

Summary:
- Net charge: +1
- Frontier orbital gap: 8.88 eV
- 2S+1: 1
- HOMO energy: -12.2 eV


- Number 8 is which compound?
  C11H23N2